No. 1
{
  "formula": "C40H33ClN4O7PRbSSe2",
  "method": "ωB97M-V/def2-TZVPD",
  "de_lowest_kcal_mol": 19.6,
  "charge": -2,
  "homo_ha": -0.106,
  "spin_multiplicity": 1,
  "mol_weight_g_mol": 1023.61,
  "fmax_ev_per_a": 0.57,
  "elements": ["Rb", "Se", "P", "Se", "C", "C", "C", "C", "C", "C", "C", "C", "C", "C", "C", "C", "H", "H", "H", "H", "H", "H", "H", "H", "H", "H", "O", "C", "O", "C", "C", "Cl", "N", "N", "C", "C", "O", "O", "C", "C", "C", "C", "C", "C", "H", "H", "H", "H", "H", "H", "O", "C", "O", "C", "C", "C", "C", "C", "N", "H", "H", "H", "H", "C", "C", "C", "O", "C", "H", "H", "H", "H", "H", "H", "H", "H", "S", "C", "N", "C", "C", "C", "C", "C", "C", "H", "H", "H", "H", "H"],
  "coordinates": [[0.00068, -1.00877, 2.28645], [0.78107, 0.89539, -0.89264], [-0.70589, 1.77486, -2.15579], [-2.65651, 0.89126, -2.34120], [-0.00495, 1.98573, -3.85264], [-0.83402, 2.38757, -4.89850], [-0.31908, 2.57509, -6.17182], [1.03221, 2.35529, -6.41738], [1.85998, 1.95038, -5.38158], [1.34379, 1.76773, -4.10304], [-0.89446, 3.55020, -1.67402], [-2.13243, 4.17912, -1.68204], [-2.24529, 5.51426, -1.30654], [-1.12078, 6.22915, -0.92519], [0.12213, 5.60414, -0.91679], [0.23322, 4.27281, -1.28425], [-1.89135, 2.52559, -4.70531], [-0.97431, 2.88344, -6.97839], [1.43346, 2.49273, -7.41505], [2.91223, 1.76670, -5.56646], [1.97558, 1.43072, -3.28934], [-3.00631, 3.60185, -1.95958], [-3.21956, 5.98898, -1.29786], [-1.21016, 7.26592, -0.62148], [1.00263, 6.15332, -0.60464], [1.19008, 3.76646, -1.23718], [5.97173, -5.18120, 0.54589], [4.80521, -5.03506, 1.23878], [4.65891, -5.60228, 2.28026], [3.83315, -4.10477, 0.61944], [3.35468, -4.13467, -0.66621], [3.67874, -5.27776, -1.90877], [2.45996, -3.14100, -0.81086], [2.33498, -2.44464, 0.34843], [3.15409, -3.01176, 1.21730], [3.41788, -2.39569, 2.58945], [4.61842, -2.20898, 2.83472], [2.39687, -2.12777, 3.26373], [1.74279, -2.72216, -1.97125], [2.42191, -2.48182, -3.15795], [1.71914, -2.00092, -4.25112], [0.35739, -1.74483, -4.15065], [-0.30461, -1.97655, -2.95405], [0.38876, -2.46830, -1.85929], [5.96838, -4.55075, -0.18422], [3.49111, -2.63833, -3.21041], [2.24397, -1.78833, -5.17464], [-0.17948, -1.32572, -4.99270], [-1.35059, -1.72060, -2.84999], [-0.10994, -2.59361, -0.90892], [-4.05754, 0.11203, 4.84541], [-3.20144, 0.05839, 3.94468], [-2.55278, -0.93372, 3.53554], [-2.82613, 1.40661, 3.28722], [-3.31380, 2.59835, 3.81643], [-2.93989, 3.79616, 3.23078], [-2.09593, 3.77286, 2.12979], [-1.66621, 2.53991, 1.66151], [-2.02372, 1.38394, 2.22032], [-3.97259, 2.54073, 4.67171], [-3.30226, 4.73911, 3.62681], [-1.77349, 4.68080, 1.63495], [-0.99257, 2.46762, 0.81488], [1.96874, 1.87975, 5.03461], [2.96990, 1.06315, 4.21560], [2.56399, 1.42570, 2.79653], [1.14191, 1.60113, 2.83466], [0.70435, 1.78309, 4.18412], [2.29499, 2.92119, 5.11062], [1.81528, 1.49321, 6.04231], [2.83475, -0.00949, 4.36731], [4.01015, 1.31106, 4.42685], [2.79978, 0.64617, 2.07085], [3.02940, 2.36209, 2.46604], [0.09018, 0.92595, 4.48496], [0.06998, 2.67075, 4.23397], [-4.56105, -2.04085, 0.69036], [-2.91513, -1.49962, 0.60478], [-2.01615, -2.41725, 0.51273], [-2.60001, -3.67428, 0.51753], [-1.90565, -4.88299, 0.45753], [-2.61983, -6.06384, 0.47845], [-4.01851, -6.05690, 0.55917], [-4.71914, -4.86729, 0.62245], [-3.99923, -3.67514, 0.60128], [-2.69270, -0.43942, 0.64734], [-0.82393, -4.87508, 0.40637], [-2.09173, -7.00828, 0.43994], [-4.55819, -6.99571, 0.58158], [-5.79925, -4.86231, 0.69734]]
}

=====

No. 2
{
  "formula": "C40H34BBr2F2N6NaOS",
  "method": "ωB97M-V/def2-TZVPD",
  "de_lowest_kcal_mol": 22.9,
  "charge": 0,
  "homo_ha": -0.164,
  "spin_multiplicity": 1,
  "mol_weight_g_mol": 878.43,
  "fmax_ev_per_a": 0.46,
  "elements": ["Na", "C", "N", "C", "C", "C", "C", "C", "C", "N", "C", "C", "C", "C", "C", "C", "N", "C", "C", "C", "C", "C", "N", "H", "H", "H", "H", "H", "H", "H", "H", "H", "H", "H", "H", "H", "H", "H", "H", "H", "H", "Br", "C", "C", "C", "N", "C", "C", "C", "C", "C", "Br", "C", "C", "N", "H", "H", "H", "H", "H", "H", "O", "S", "C", "C", "C", "C", "C", "C", "C", "C", "C", "C", "C", "C", "H", "H", "H", "H", "H", "H", "H", "H", "H", "H", "F", "B", "F"],
  "coordinates": [[0.99993, 0.33650, 0.69928], [1.26276, -1.15303, -2.07917], [1.18319, -1.65444, -0.64720], [2.37969, -2.40993, -0.30774], [2.67918, -2.50520, 1.16235], [3.02525, -3.72466, 1.73623], [3.37992, -3.76926, 3.07277], [3.37975, -2.59290, 3.80170], [3.01457, -1.42458, 3.14953], [2.66725, -1.37039, 1.86889], [-0.03294, -2.43762, -0.49171], [-0.83694, -2.25211, 0.77723], [-2.06929, -2.90190, 0.87451], [-2.81215, -2.77452, 2.02903], [-2.30261, -2.00246, 3.06765], [-1.08720, -1.37648, 2.87290], [-0.36878, -1.48163, 1.75221], [2.44620, -0.35522, -2.41135], [3.46449, -0.80452, -3.22014], [4.70765, -0.17887, -3.30207], [4.97051, 0.74703, -2.25699], [3.98858, 1.21861, -1.45582], [2.61760, 0.97920, -1.84559], [0.31186, -0.61996, -2.20113], [1.24406, -2.02044, -2.75827], [3.21849, -1.89794, -0.79642], [2.33432, -3.42652, -0.73086], [3.01281, -4.62191, 1.13149], [3.65080, -4.70786, 3.53927], [3.65190, -2.57021, 4.84775], [2.99189, -0.48199, 3.68842], [0.17661, -3.51457, -0.59390], [-0.70772, -2.19767, -1.32169], [-2.42921, -3.49319, 0.04204], [-3.77478, -3.26076, 2.12227], [-2.83777, -1.87892, 3.99864], [-0.66557, -0.73899, 3.64285], [3.29282, -1.74449, -3.74269], [5.50130, -0.57197, -3.91814], [5.99001, 1.03313, -2.01630], [4.14514, 1.92642, -0.65800], [-2.77808, 5.29601, 3.88553], [-1.79922, 3.87053, 3.14252], [-2.44903, 2.80872, 2.54784], [-1.66437, 1.80996, 1.99514], [-0.33776, 1.81390, 2.01745], [0.28035, 2.83074, 2.62827], [-0.41455, 3.89359, 3.19332], [1.77979, 2.75882, 2.69614], [2.50394, 3.60593, 3.52962], [3.88183, 3.47078, 3.55269], [4.90312, 4.59664, 4.66387], [4.49504, 2.50840, 2.77425], [3.68404, 1.70174, 1.99071], [2.36133, 1.82244, 1.94566], [-3.52604, 2.75695, 2.48974], [-2.13502, 0.96866, 1.50413], [0.08814, 4.73241, 3.64772], [2.03061, 4.34236, 4.15922], [5.56712, 2.37523, 2.77143], [4.10977, 0.92317, 1.36982], [-2.61703, 2.03005, -0.83990], [-2.39116, 0.68235, -1.43017], [-3.92682, -0.21478, -1.17854], [-4.92178, 0.38659, -0.42939], [-6.08813, -0.32116, -0.16473], [-6.24798, -1.60974, -0.64850], [-5.23886, -2.20365, -1.39913], [-4.06984, -1.50943, -1.65995], [-2.46284, 0.85862, -3.20661], [-1.95700, -0.14960, -4.01150], [-1.99938, 0.00539, -5.38879], [-2.52715, 1.16543, -5.93795], [-3.00723, 2.17592, -5.11638], [-2.97628, 2.02942, -3.73808], [-4.76860, 1.39736, -0.07338], [-6.87505, 0.13944, 0.41847], [-7.16060, -2.15500, -0.44664], [-5.36442, -3.20855, -1.78138], [-3.27925, -1.96771, -2.24316], [-1.50391, -1.03013, -3.57230], [-1.59907, -0.76769, -6.03087], [-2.54601, 1.28993, -7.01261], [-3.39790, 3.08658, -5.55114], [-3.31639, 2.80886, -3.06891], [1.88504, 3.16895, -1.21307], [1.65414, 1.96481, -1.77788], [0.35887, 1.73701, -2.12438]]
}